Density functional theory data (the ωB97M-V functional and the def2-TZVPD basis) for a cluster of 3 separate species, C5H11NO in total.

The geometry in XYZ format:
```
18
Properties=species:S:1:pos:R:3:forces:R:3
C -1.50836 -0.20617 -0.90888 -2.08 -0.56 -0.64
C -2.08586 -1.27057 -0.99475 0.65 1.49 -0.41
H -1.35286 0.84088 -0.89011 0.34 -0.15 0.02
H -2.75217 -1.95441 -1.44675 -0.07 -0.73 0.25
C -0.09799 -2.67233 0.07703 1.06 -1.16 0.44
O 0.63105 -2.14262 0.88288 -0.44 0.09 -0.24
H 0.19605 -2.80574 -0.97382 -0.10 0.43 -0.15
H -0.94687 -3.29968 0.38716 -0.30 0.33 0.11
C 0.11800 1.70767 1.33947 0.08 -0.09 -0.20
N 0.45236 0.74167 0.30642 1.04 -0.06 0.81
C 1.44637 1.22940 -0.63473 -0.14 -0.08 0.15
H -0.38414 2.56457 0.87293 0.02 -0.01 0.15
H 1.00241 2.08268 1.88113 -0.14 0.02 -0.02
H -0.56668 1.24515 2.05334 0.04 0.11 -0.02
H 0.75963 -0.13380 0.72849 -0.02 0.31 -0.16
H 1.72236 0.41747 -1.31322 0.02 0.15 0.03
H 2.35570 1.61003 -0.14018 -0.07 -0.01 -0.14
H 1.01100 2.04578 -1.22641 0.13 -0.08 0.02
```
Positions in Å, forces in eV/Å.

ΔE to the lowest compared entry with this formula, charge and spin (kcal per mole): 116.71
SMILES: C#C.C=O.CNC
Calculated total energy (eV): -8896.636
Orbital gap (eV): 9.2419
Total charge: 0
HOMO level (eV): -8.342
LUMO level (eV): 0.900